(1)
DFT (the ωB97M-V functional and the def2-TZVPD basis) results for the molecule C23H28N2O4.

CARTESIAN COORDINATES (ANGSTROEM)
C (1.1895, 2.4090, 2.4969)
O (1.2166, 1.3446, 3.4202)
C (0.7000, 0.1217, 3.1253)
C (0.9056, -0.8252, 4.1272)
C (0.4633, -2.1265, 4.0150)
C (-0.2114, -2.5173, 2.8660)
C (-0.7453, -3.8846, 2.6158)
O (-1.6267, -4.0989, 1.8016)
N (-0.1714, -4.8755, 3.3415)
C (-0.5621, -6.2397, 3.2216)
C (-0.4980, -7.1365, 4.4197)
C (0.4749, -7.3194, 3.2885)
C (-0.4434, -1.5728, 1.8697)
C (-0.0076, -0.2606, 1.9659)
O (-0.2386, 0.6888, 1.0084)
C (-0.9555, 0.3547, -0.1707)
C (-1.4421, 1.6729, -0.7818)
C (-0.2692, 2.4986, -1.3217)
N (0.5730, 1.7752, -2.2618)
C (-0.0248, 1.6215, -3.5854)
C (-0.1737, 2.9514, -4.2849)
C (-1.3179, 3.2389, -5.0132)
C (-1.4448, 4.4255, -5.7130)
C (-0.4115, 5.3465, -5.6884)
C (0.7315, 5.0858, -4.9590)
C (0.8610, 3.8951, -4.2495)
O (1.9968, 3.6888, -3.5433)
C (1.0500, 0.5384, -1.6702)
C (-0.0684, -0.3869, -1.1795)
H (0.1693, 2.7142, 2.2573)
H (1.7207, 2.1564, 1.5763)
H (1.7061, 3.2290, 2.9962)
H (1.4296, -0.4942, 5.0100)
H (0.6276, -2.8047, 4.8385)
H (0.5965, -4.6673, 3.9586)
H (-1.3860, -6.3364, 2.5270)
H (-1.2779, -7.8688, 4.5559)
H (-0.1250, -6.7223, 5.3445)
H (0.3654, -8.1778, 2.6449)
H (1.5015, -7.0279, 3.4533)
H (-0.9964, -1.9180, 1.0110)
H (-1.8297, -0.2583, 0.0906)
H (-2.1446, 1.4454, -1.5847)
H (-1.9695, 2.2509, -0.0227)
H (0.3648, 2.8043, -0.4848)
H (-0.6456, 3.3970, -1.8163)
H (-1.0023, 1.1180, -3.5617)
H (0.6536, 0.9899, -4.1729)
H (-2.1202, 2.5141, -5.0378)
H (-2.3438, 4.6275, -6.2751)
H (-0.4980, 6.2739, -6.2345)
H (1.5461, 5.7918, -4.9219)
H (1.8506, 2.9083, -2.9696)
H (1.6795, 0.8116, -0.8169)
H (1.6741, 0.0168, -2.4005)
H (-0.6857, -0.7148, -2.0172)
H (0.3750, -1.2693, -0.7172)

Cartesian forces (eV/Å) of the 2 atoms listed first:
0.05 0.47 -0.22
-0.14 -0.37 0.11

Values from the calculation:
- HOMO energy: -8.308 eV
- SMILES: COc1ccc(C(=O)NC2CC2)cc1OC1CCN(Cc2ccccc2O)CC1
- Gap between HOMO and LUMO: 9.0 eV
- Lowest unoccupied orbital energy: 0.7 eV


(2)
DFT (the ωB97M-V functional and the def2-TZVPD basis) results for a cluster of 8 separate species, C26H38N2O18 in total.

CARTESIAN COORDINATES (ANGSTROEM)
O (-1.1291, 24.6837, 4.9622)
C (-0.5460, 23.9457, 4.1582)
O (0.6699, 23.5286, 4.2778)
C (1.2238, 23.2586, 3.0607)
C (-0.0364, 22.8741, 2.2946)
O (-1.0689, 23.4613, 3.0415)
H (1.6661, 24.2047, 2.7487)
H (1.9302, 22.4287, 3.0753)
H (-0.2928, 21.8175, 2.2166)
H (0.0062, 23.3176, 1.2998)
O (-3.9496, 23.6610, -2.4553)
C (-3.2838, 22.7544, -2.9877)
O (-3.7649, 21.9142, -3.8861)
C (-2.8532, 20.9685, -4.3724)
C (-1.5600, 21.5852, -3.8293)
O (-1.9757, 22.4494, -2.7561)
H (-3.1427, 20.0604, -3.8435)
H (-2.7549, 20.7690, -5.4395)
H (-0.8707, 22.0356, -4.5435)
H (-1.1059, 20.7093, -3.3660)
O (-4.0204, 25.1389, 4.1707)
C (-4.5824, 24.4873, 3.2444)
O (-4.2362, 23.2802, 2.6806)
C (-5.1743, 22.7329, 1.7895)
C (-6.0480, 23.9685, 1.5760)
O (-5.7147, 24.9693, 2.6140)
H (-4.6616, 22.3194, 0.9211)
H (-5.7606, 21.9332, 2.2420)
H (-7.1109, 23.8693, 1.7963)
H (-6.0145, 24.2351, 0.5196)
O (0.6043, 27.1284, 0.5864)
C (-0.3657, 26.4053, 0.4195)
O (-1.6336, 26.7656, 0.6277)
C (-2.6075, 25.7459, 0.4161)
C (-1.6606, 24.7395, -0.1772)
O (-0.3814, 25.1104, 0.0154)
H (-3.1484, 25.4362, 1.3103)
H (-3.3229, 26.1424, -0.3043)
H (-1.9039, 24.7487, -1.2397)
H (-1.8358, 23.7040, 0.1146)
O (1.8001, 21.2814, -3.5430)
C (2.0523, 21.9670, -2.6231)
O (3.2952, 21.9285, -2.1527)
C (3.3946, 22.8062, -1.1138)
C (1.9600, 23.3570, -0.8163)
O (1.2651, 22.6569, -1.8197)
H (3.8002, 22.4619, -0.1625)
H (4.0468, 23.5979, -1.4825)
H (1.9813, 24.4344, -0.9800)
H (1.5843, 23.0828, 0.1695)
O (1.3782, 25.4280, -3.7387)
C (0.2495, 25.8341, -3.9681)
O (-0.0320, 26.9435, -4.6063)
C (-1.4298, 26.9218, -5.0226)
C (-2.0174, 25.9190, -4.0449)
O (-0.8352, 25.0954, -3.7667)
H (-1.8411, 27.9277, -4.9380)
H (-1.2916, 26.5437, -6.0356)
H (-2.8020, 25.3639, -4.5592)
H (-2.4319, 26.2724, -3.1008)
C (-1.1206, 30.2422, -1.0091)
C (-0.2366, 31.3068, -0.4164)
C (0.7797, 30.6542, 0.4452)
C (1.6200, 31.6962, 1.0912)
N (2.2552, 32.5539, 1.5191)
H (-1.7150, 29.6695, -0.2973)
H (-0.4110, 29.5407, -1.4478)
H (-1.8490, 30.6300, -1.7213)
H (-0.7814, 32.0060, 0.2179)
H (0.1605, 31.9204, -1.2250)
H (1.5753, 30.1027, -0.0557)
H (0.3336, 30.0176, 1.2093)
C (-4.4895, 28.9431, 0.7905)
C (-4.5154, 28.9164, -0.7713)
C (-5.8882, 28.4893, -1.2456)
C (-6.3718, 27.2498, -0.6141)
N (-6.8444, 26.2725, -0.1300)
H (-5.3832, 29.2859, 1.3120)
H (-3.6725, 29.5106, 1.2360)
H (-4.2631, 28.0171, 1.3190)
H (-3.7528, 28.2305, -1.1403)
H (-4.3890, 29.9337, -1.1416)
H (-5.9215, 28.4218, -2.3330)
H (-6.6307, 29.2447, -0.9886)

Cartesian forces (eV/Å) of the 2 atoms listed first:
1.70 -2.38 -2.30
-3.68 3.26 3.19

Values from the calculation:
- HOMO energy: -10.239 eV
- SMILES: O=C1OCCO1.O=C1OCCO1.O=C1OCCO1.O=C1OCCO1.O=C1OCCO1.O=C1OCCO1.CCCC#N.CCCC#N
- Gap between HOMO and LUMO: 10.2 eV
- Lowest unoccupied orbital energy: -0.1 eV


(3)
DFT (the ωB97M-V functional and the def2-TZVPD basis) results for a cluster of 2 separate species, C36H58ClIN2O4 in total.

CARTESIAN COORDINATES (ANGSTROEM)
C (-3.7897, -8.6428, -0.6505)
C (-4.7945, -7.7434, -1.4816)
C (-4.0023, -6.4548, -1.9893)
C (-4.2635, -6.2728, -3.5544)
C (-2.9134, -5.7564, -4.2097)
C (-3.3008, -4.9991, -5.5689)
C (-2.0526, -4.0508, -5.9136)
C (-2.3444, -2.6333, -5.2334)
C (-2.5155, -1.4565, -6.2754)
C (-3.7522, -0.5106, -6.0009)
C (-3.9284, -0.0624, -4.4931)
C (-2.5825, 0.2579, -3.7274)
C (-2.6026, 1.7138, -3.0641)
C (-2.0962, 1.7176, -1.5813)
C (-3.0299, 1.9609, -0.5089)
I (-5.1577, 2.2802, -0.8215)
C (-2.5769, 1.9802, 0.9305)
C (-3.5438, 2.2287, 2.1522)
C (-2.9891, 1.5867, 3.4981)
C (-2.1099, 2.6277, 4.3294)
C (-0.8649, 1.9555, 5.0204)
O (-0.1526, 3.0412, 5.6750)
C (1.2158, 2.6918, 5.8932)
C (-1.1700, 1.7758, 1.1869)
C (-0.1967, 1.5198, 0.0802)
N (1.1326, 1.3423, 0.4361)
C (1.9387, 1.0789, -0.6061)
O (3.2825, 0.8775, -0.3236)
C (4.0966, 1.9887, -0.7699)
C (4.3729, 3.0952, 0.3227)
C (3.1897, 4.1460, 0.2968)
C (4.7236, 2.5419, 1.7609)
C (5.7113, 1.2850, 1.6826)
C (3.4808, 2.0865, 2.6260)
C (1.4201, 0.9980, -2.0023)
Cl (2.6256, 0.5764, -3.2848)
N (0.1611, 1.1998, -2.4259)
C (-0.6305, 1.4632, -1.3165)
H (-3.2444, -7.9729, 0.0700)
H (-3.0677, -9.0958, -1.3797)
H (-4.3908, -9.4192, -0.0970)
H (-5.2048, -8.3593, -2.3324)
H (-5.6756, -7.3784, -0.8862)
H (-2.8977, -6.5724, -1.8175)
H (-4.3665, -5.5353, -1.4573)
H (-4.5747, -7.2190, -4.0622)
H (-5.0286, -5.4597, -3.7173)
H (-2.3263, -5.0852, -3.5237)
H (-2.2318, -6.5945, -4.5391)
H (-3.5043, -5.7120, -6.4092)
H (-4.2086, -4.3598, -5.3719)
H (-1.8993, -3.9783, -7.0203)
H (-1.1403, -4.4919, -5.4187)
H (-3.2278, -2.6573, -4.5421)
H (-1.4224, -2.4059, -4.6182)
H (-1.6095, -0.8077, -6.3925)
H (-2.6968, -1.9296, -7.2867)
H (-4.6739, -1.1185, -6.2591)
H (-3.7761, 0.3633, -6.7124)
H (-4.5940, -0.7947, -3.9551)
H (-4.5196, 0.9033, -4.5176)
H (-2.4995, -0.4610, -2.8589)
H (-1.6625, 0.2153, -4.3604)
H (-3.5836, 2.2412, -3.1673)
H (-1.8582, 2.3414, -3.6417)
H (-3.6904, 3.3377, 2.2247)
H (-4.4927, 1.6708, 1.9169)
H (-3.8879, 1.2301, 4.0827)
H (-2.4129, 0.6464, 3.2543)
H (-1.7526, 3.4114, 3.6042)
H (-2.8093, 3.0599, 5.1015)
H (-0.1457, 1.4989, 4.2873)
H (-1.1594, 1.2379, 5.8372)
H (1.6550, 3.2526, 6.7689)
H (1.8348, 2.9689, 4.9849)
H (1.3342, 1.5843, 6.0971)
H (-0.7687, 1.8103, 2.2272)
H (5.0798, 1.5850, -1.1409)
H (3.6308, 2.4998, -1.6643)
H (5.2898, 3.6605, -0.0308)
H (2.2004, 3.7098, 0.5962)
H (3.0663, 4.4619, -0.7846)
H (3.4041, 5.0820, 0.8793)
H (5.2856, 3.3664, 2.3106)
H (6.3300, 1.2885, 0.7380)
H (5.1378, 0.3136, 1.7313)
H (6.3955, 1.2589, 2.5830)
H (3.6435, 2.4948, 3.6687)
H (3.4040, 0.9708, 2.7437)
H (2.4965, 2.4870, 2.2831)
O (5.4141, 4.6532, 4.0995)
C (5.9249, 4.0159, 4.9774)
C (7.1744, 4.3922, 5.7364)
C (7.5512, 3.0799, 6.4018)
C (6.2054, 2.4058, 6.5720)
O (5.4172, 2.8507, 5.4586)
H (6.9267, 5.1642, 6.4677)
H (7.9528, 4.7402, 5.0603)
H (8.0934, 3.2015, 7.3396)
H (8.1773, 2.4923, 5.7251)
H (5.7036, 2.7062, 7.4958)
H (6.2856, 1.3192, 6.5520)

Cartesian forces (eV/Å) of the 2 atoms listed first:
-1.15 0.56 -0.13
0.75 0.43 0.43

Values from the calculation:
- HOMO energy: -8.579 eV
- SMILES: CCCCCCCCCCCCCc1c(I)c(CCCCOC)cc2nc(OC[C@@H](C)C(C)C)c(Cl)nc12.O=C1CCCO1
- Gap between HOMO and LUMO: 8.0 eV
- Lowest unoccupied orbital energy: -0.6 eV


(4)
DFT (the ωB97M-V functional and the def2-TZVPD basis) results for a structure of composition C33H34N5O3PPtS5.

CARTESIAN COORDINATES (ANGSTROEM)
Pt (0.3421, -0.6264, 0.1666)
N (-1.1847, 1.3635, 1.6194)
N (-2.0197, 0.7184, 2.5282)
C (-2.0532, -0.6141, 2.6058)
N (-2.8515, -1.2247, 3.4662)
N (-1.2555, -1.3123, 1.7446)
N (-1.0039, -2.5610, 1.8655)
O (0.5868, -3.2548, -0.0443)
O (-1.4111, -3.2715, 2.7811)
H (-0.4876, 1.9238, 2.1061)
H (-1.7136, 1.9550, 0.9821)
H (-2.5876, 1.2677, 3.1711)
H (-3.4774, -0.7245, 4.0808)
H (-2.7404, -2.2382, 3.5758)
S (2.1197, -1.1213, -1.7283)
S (2.2193, 0.2044, -3.1268)
S (0.9946, 2.0234, -2.5970)
S (-0.4159, 1.5567, -1.3634)
O (-0.8823, -1.3703, -1.6620)
S (-2.1803, -2.0777, -1.8606)
C (-2.1892, -2.5031, -3.6810)
C (-1.0780, -1.7970, -4.3739)
C (-1.1691, -0.4298, -4.6193)
C (-0.1570, 0.2290, -5.2900)
C (0.9662, -0.4700, -5.7194)
C (1.0753, -1.8274, -5.4521)
C (0.0663, -2.4839, -4.7715)
C (-1.9400, -3.7935, -1.1739)
C (-0.7008, -4.4423, -1.6649)
C (0.5425, -4.1225, -1.0892)
C (1.7041, -4.7302, -1.5621)
C (1.6469, -5.6390, -2.5981)
C (0.4219, -5.9810, -3.1574)
C (-0.7364, -5.3878, -2.6842)
H (-3.1614, -2.1708, -4.0435)
H (-2.1039, -3.5783, -3.7969)
H (-2.0440, 0.1125, -4.2925)
H (-0.2436, 1.2854, -5.4932)
H (1.7394, 0.0385, -6.2745)
H (1.9462, -2.3721, -5.7811)
H (0.1587, -3.5408, -4.5693)
H (-2.8338, -4.3420, -1.4629)
H (-1.9062, -3.6599, -0.0920)
H (1.4368, -3.3474, 0.4199)
H (2.6486, -4.4780, -1.1033)
H (2.5529, -6.0959, -2.9586)
H (0.3716, -6.7104, -3.9505)
H (-1.6891, -5.6916, -3.0931)
C (0.9934, 2.2038, 5.5186)
C (0.4520, 0.9508, 5.2680)
C (0.7427, 0.2981, 4.0852)
C (1.5969, 0.8849, 3.1498)
C (2.1056, 2.1579, 3.3887)
C (1.8014, 2.8116, 4.5711)
P (2.0581, -0.0809, 1.6865)
C (3.4642, 0.8036, 0.9674)
C (3.2032, 1.9245, 0.1819)
C (4.2481, 2.6547, -0.3517)
C (5.5577, 2.2677, -0.1006)
C (5.8193, 1.1586, 0.6871)
C (4.7778, 0.4223, 1.2233)
C (2.7679, -1.6158, 2.3485)
C (3.2029, -2.5494, 1.4031)
C (3.6744, -3.7835, 1.8111)
C (3.7017, -4.1036, 3.1614)
C (3.3131, -3.1651, 4.1016)
C (2.8606, -1.9184, 3.7022)
H (0.7942, 2.6994, 6.4553)
H (-0.1749, 0.4736, 6.0058)
H (0.3439, -0.6878, 3.8898)
H (2.7520, 2.6269, 2.6629)
H (2.2174, 3.7883, 4.7605)
H (2.1758, 2.2222, 0.0109)
H (4.0467, 3.5258, -0.9560)
H (6.3755, 2.8336, -0.5178)
H (6.8373, 0.8645, 0.8935)
H (4.9836, -0.4373, 1.8429)
H (3.2041, -2.2630, 0.3564)
H (4.0187, -4.5041, 1.0858)
H (4.0383, -5.0766, 3.4805)
H (3.3562, -3.4022, 5.1525)
H (2.5934, -1.1859, 4.4474)

Cartesian forces (eV/Å) of the 2 atoms listed first:
1.08 0.13 -0.50
-0.21 0.39 0.13

Values from the calculation:
- HOMO energy (alpha / beta): -12.889 / -12.885 eV
- Gap between HOMO and LUMO (alpha / beta): 4.8 / 4.8 eV
- Lowest unoccupied orbital energy (alpha / beta): -8.0 / -8.0 eV
- Total charge: +2


(5)
DFT (the ωB97M-V functional and the def2-TZVPD basis) results for the molecule C10H9N.

CARTESIAN COORDINATES (ANGSTROEM)
C (3.1642, -0.0198, -0.0182)
C (2.4889, 1.2297, 0.0110)
C (1.1542, 1.2708, 0.0914)
C (0.3538, 0.0443, -0.0430)
C (-1.0158, 0.1222, 0.0273)
C (-1.9080, 1.1701, -0.0980)
C (-3.2570, 0.6981, -0.0516)
C (-3.1380, -0.6948, 0.0545)
N (-1.8597, -1.0471, 0.1182)
C (1.0980, -1.1288, -0.0574)
C (2.5038, -1.2436, -0.0696)
H (4.3309, -0.2189, 0.0961)
H (3.1895, 2.0391, 0.2750)
H (0.6828, 2.0862, -0.0046)
H (-1.5169, 2.1320, -0.0532)
H (-4.2295, 1.1535, -0.2158)
H (-3.9382, -1.3798, -0.0106)
H (-1.4793, -2.0228, 0.1511)
H (0.4562, -2.1096, -0.0644)
H (2.9199, -2.0806, -0.1383)

Cartesian forces (eV/Å) of the 2 atoms listed first:
2.64 -1.90 0.29
3.44 -1.22 1.46

Values from the calculation:
- HOMO energy: -7.455 eV
- SMILES: c1ccc(-c2ccc[nH]2)cc1
- Gap between HOMO and LUMO: 8.2 eV
- Lowest unoccupied orbital energy: 0.8 eV


(6)
DFT (the ωB97M-V functional and the def2-TZVPD basis) results for a structure of composition C21H38Cl2O6PPbS.

CARTESIAN COORDINATES (ANGSTROEM)
C (3.5747, -1.3285, 1.8616)
C (3.5169, -0.4781, 0.9810)
P (3.6328, 0.8955, -0.3330)
C (3.6897, -0.2314, -1.8810)
C (4.3785, -1.6410, -1.6419)
C (3.2997, -2.7787, -1.4279)
C (3.8778, -4.2614, -1.4143)
S (5.5690, -4.4110, -0.7285)
O (5.6955, -3.6940, 0.5385)
O (6.5195, -4.0110, -1.7637)
Cl (5.9340, -6.4312, -0.3377)
O (3.6517, 2.4283, -1.1805)
C (2.4361, 3.0829, -0.7261)
C (1.2513, 2.0341, -0.2832)
C (0.0520, 1.9655, -1.3143)
C (-0.5578, 3.3631, -1.7496)
C (-1.5350, 4.0254, -0.6941)
Cl (-2.7102, 5.0754, -1.6552)
C (0.9904, 2.4606, 1.2237)
C (-0.3794, 1.9347, 1.8582)
C (-0.6942, 0.4025, 1.5952)
C (-2.1817, 0.1647, 1.0264)
C (-2.2027, -1.0339, -0.0476)
C (-3.3321, -0.7818, -1.1279)
C (-4.7256, -1.5074, -0.8537)
C (-4.9597, -1.9861, 0.6314)
O (-6.3846, -1.9928, 0.9807)
C (-6.7283, -0.8505, 1.7098)
C (-6.2976, -0.5597, 3.1901)
O (-7.4479, -0.0302, 1.1742)
O (1.8939, 0.7663, -0.4981)
H (3.6255, -2.1747, 2.5853)
H (5.0736, 0.8973, -0.4383)
H (3.6035, 1.7661, 0.8504)
H (2.6549, -0.4081, -2.3054)
H (4.3202, 0.3102, -2.6547)
H (4.9164, -1.8960, -2.6128)
H (5.1882, -1.6258, -0.8528)
H (2.7095, -2.6545, -0.4713)
H (2.5423, -2.7393, -2.2727)
H (3.7738, -4.7590, -2.4259)
H (3.2012, -4.8628, -0.7260)
H (2.8016, 3.6351, 0.1962)
H (2.2206, 3.7751, -1.5833)
H (0.4775, 1.4956, -2.2547)
H (-0.8053, 1.3068, -1.0023)
H (0.1972, 4.1386, -2.0495)
H (-1.1835, 3.1630, -2.6753)
H (-2.1674, 3.2188, -0.2359)
H (-1.0361, 4.7088, 0.0437)
H (1.8679, 2.2106, 1.9174)
H (0.9288, 3.6127, 1.2206)
H (-1.2860, 2.5462, 1.5845)
H (-0.2754, 2.0416, 3.0215)
H (-0.6856, -0.1377, 2.5960)
H (0.0564, -0.1307, 0.9515)
H (-2.8756, -0.0080, 1.8932)
H (-2.5364, 1.0853, 0.4607)
H (-1.1860, -0.9907, -0.5539)
H (-2.2551, -2.0278, 0.4734)
H (-3.5338, 0.3119, -1.3194)
H (-2.9485, -1.1944, -2.1149)
H (-4.8319, -2.3707, -1.5772)
H (-5.5357, -0.7661, -1.1444)
H (-4.4508, -1.3664, 1.4169)
H (-4.6260, -3.0694, 0.6820)
H (-6.4591, 0.5256, 3.4626)
H (-6.7726, -1.2259, 3.9582)
H (-5.1706, -0.7127, 3.2650)
Pb (0.8076, 3.6504, 3.6862)

Cartesian forces (eV/Å) of the 2 atoms listed first:
-0.19 -0.13 -0.09
0.56 -0.80 0.43

Values from the calculation:
- HOMO energy: -10.461 eV
- Gap between HOMO and LUMO: 2.7 eV
- Lowest unoccupied orbital energy: -7.7 eV
- Total charge: +1


Number 1: calculated total energy -35474.93259 eV. Number 2: calculated total energy -67409.94857 eV. Number 3: calculated total energy -70062.00312 eV. Number 4: calculated total energy -115060.38453 eV. Number 5: calculated total energy -12003.84240 eV. Number 6: calculated total energy -85075.56562 eV.